[1]
ORCA calculation (the ωB97M-V functional and the def2-TZVPD basis) on a 2-piece molecular cluster, C7H15NO2Si overall at a distorted geometry.

Computed properties:
Energy relative to the best compared isomer or geometry (same formula, charge and spin), kcal/mol: 101.4
LUMO (alpha / beta), eV: 0.63 / -0.10
E_HOMO (alpha / beta), eV: -7.02 / -7.07
Orbital gap (alpha / beta), eV: 7.65 / 6.97

Each atom is followed by the atoms it is bonded to, with distances in Å.
Atoms and positions in Å:
1 C -1.24 4.20 0.95  C2 1.336, H12 1.048, H13 1.112
2 C -1.86 3.45 0.04  C1 1.336, C7 1.447, H14 1.043
3 C -0.54 1.96 -0.99  C7 1.382, N8 1.220
4 C 1.09 -1.81 2.18  O9 1.330, H15 1.122, H16 1.034, H17 1.129
5 C -1.31 -2.91 -1.39  O10 1.408, H18 1.169, H19 1.113, H20 1.055
6 C 2.22 -2.31 -1.50  Si11 1.903, H21 1.056, H22 1.080, H23 1.071
7 C -1.66 2.03 -0.18  C2 1.447, C3 1.382, H24 1.098, H25 1.044
8 N -0.21 2.66 -1.93  C3 1.220, H26 1.027
9 O 0.75 -2.15 0.94  C4 1.330, Si11 1.649
10 O -0.62 -1.69 -1.36  C5 1.408, Si11 1.606
11 Si 0.77 -1.50 -0.57  C6 1.903, O9 1.649, O10 1.606
12 H -1.31 5.23 1.09  C1 1.048
13 H -0.51 3.68 1.60  C1 1.112
14 H -2.51 3.86 -0.66  C2 1.043
15 H 0.67 -0.91 2.71  C4 1.122
16 H 2.10 -1.58 2.21  C4 1.034
17 H 1.05 -2.71 2.85  C4 1.129
18 H -2.45 -2.90 -1.14  C5 1.169
19 H -0.71 -3.59 -0.74  C5 1.113
20 H -1.18 -3.36 -2.34  C5 1.055
21 H 3.05 -2.50 -0.89  C6 1.056
22 H 2.04 -3.35 -1.71  C6 1.080
23 H 2.38 -1.81 -2.44  C6 1.071
24 H -2.51 1.49 -0.61  C7 1.098
25 H -1.51 1.43 0.66  C7 1.044
26 H 0.73 2.63 -2.36  N8 1.027

[2]
ORCA calculation (the ωB97M-V functional and the def2-TZVPD basis) on an isolated ion of composition C7H15NOPS and charge +1 at a distorted geometry.

Computed properties:
Energy relative to the best compared isomer or geometry (same formula, charge and spin), kcal/mol: 15.2
LUMO, eV: -4.63
Net charge: +1
E_HOMO, eV: -12.70
Orbital gap, eV: 8.07
SMILES string: C=[N+](P)C(C)(C)CSC(C)=O

Each atom is followed by the atoms it is bonded to, with distances in Å.
Atoms and positions in Å:
1 C -2.11 0.22 1.82  N8 1.265, H12 1.011, H13 1.015
2 C 1.56 2.55 -1.34  C3 1.520, O9 1.202, S11 1.873
3 C 2.79 2.86 -2.17  C2 1.520, H14 1.042, H15 1.120, H16 1.099
4 C 0.89 -1.35 1.08  C7 1.516, H17 1.078, H18 1.205, H19 1.073
5 C -0.63 -1.78 -0.74  C7 1.610, H20 1.055, H21 0.999, H22 1.005
6 C 0.04 0.76 0.04  C7 1.588, S11 1.816, H23 1.004, H24 1.101
7 C -0.34 -0.73 0.44  C4 1.516, C5 1.610, C6 1.588, N8 1.486
8 N -1.56 -0.79 1.29  C1 1.265, C7 1.486, P10 1.788
9 O 0.72 3.20 -0.76  C2 1.202
10 P -2.18 -2.45 1.54  N8 1.788, H25 1.406, H26 1.499
11 S 1.33 0.70 -1.25  C2 1.873, C6 1.816
12 H -2.85 -0.01 2.47  C1 1.011
13 H -1.73 1.15 1.72  C1 1.015
14 H 3.37 3.46 -1.55  C3 1.042
15 H 2.38 3.37 -3.08  C3 1.120
16 H 3.19 1.98 -2.69  C3 1.099
17 H 1.03 -0.78 1.98  C4 1.078
18 H 0.83 -2.49 1.46  C4 1.205
19 H 1.77 -1.47 0.48  C4 1.073
20 H -0.63 -2.81 -0.50  C5 1.055
21 H 0.09 -1.75 -1.43  C5 0.999
22 H -1.40 -1.53 -1.35  C5 1.005
23 H 0.40 1.08 0.92  C6 1.004
24 H -0.89 1.21 -0.35  C6 1.101
25 H -3.46 -1.97 1.85  P10 1.406
26 H -2.61 -2.63 0.12  P10 1.499

[3]
ORCA calculation (the ωB97M-V functional and the def2-TZVPD basis) on a 2-piece molecular cluster, C7H15NOS overall at a distorted geometry.

Computed properties:
Energy relative to the best compared isomer or geometry (same formula, charge and spin), kcal/mol: 138.9
LUMO, eV: 0.64
E_HOMO, eV: -8.57
Orbital gap, eV: 9.21

Each atom is followed by the atoms it is bonded to, with distances in Å.
Atoms and positions in Å:
1 C 1.08 3.04 -1.58  C2 1.538, C3 1.507, H11 1.064, H12 1.019
2 C 0.70 4.45 -2.05  C1 1.538, C3 1.319, H13 1.051
3 C -0.29 3.66 -1.67  C1 1.507, C2 1.319, H15 1.036
4 C 0.21 -2.55 0.60  C7 1.491, H16 1.103, H17 1.166, H18 1.024
5 C -1.60 -0.87 1.19  C7 1.519, H19 1.076, H20 1.005, H21 1.078
6 C -0.64 -0.81 -1.08  C7 1.536, H22 1.175, H23 1.114, H24 1.138
7 C -0.36 -1.19 0.38  C4 1.491, C5 1.519, C6 1.536, S10 1.955
8 N 1.37 -0.80 2.33  S10 1.740, H14 1.036, H25 0.992
9 O 0.64 1.33 0.92  S10 1.453
10 S 1.15 -0.03 0.79  C7 1.955, N8 1.740, O9 1.453
11 H 1.24 2.35 -2.38  C1 1.064
12 H 1.61 2.91 -0.72  C1 1.019
13 H 1.12 5.34 -2.42  C2 1.051
14 H 1.15 -0.15 3.11  N8 1.036
15 H -1.29 3.55 -1.44  C3 1.036
16 H 1.30 -2.69 0.53  C4 1.103
17 H -0.06 -3.07 1.61  C4 1.166
18 H -0.25 -3.14 -0.11  C4 1.024
19 H -1.55 -1.01 2.26  C5 1.076
20 H -2.35 -1.35 0.72  C5 1.005
21 H -1.88 0.17 1.25  C5 1.078
22 H -0.89 0.34 -0.99  C6 1.175
23 H 0.21 -1.11 -1.73  C6 1.114
24 H -1.44 -1.51 -1.48  C6 1.138
25 H 2.24 -1.23 2.55  N8 0.992

[4]
ORCA calculation (the ωB97M-V functional and the def2-TZVPD basis) on an isolated molecule of C7H15NS2 at a distorted geometry.

Computed properties:
Energy relative to the best compared isomer or geometry (same formula, charge and spin), kcal/mol: 28.9
LUMO, eV: 0.80
E_HOMO, eV: -8.23
Orbital gap, eV: 9.03
SMILES string: CN(C)C[C@@H]1CCCSS1

Each atom is followed by the atoms it is bonded to, with distances in Å.
Atoms and positions in Å:
1 C -0.89 -1.55 -1.64  H8 1.148, H9 1.125, H10 1.159, N23 1.477
2 C -2.49 0.24 -1.89  H11 1.131, H12 1.127, H13 1.089, N23 1.460
3 C -1.31 0.10 0.20  C4 1.538, H14 1.081, H15 1.084, N23 1.431
4 C 0.07 0.77 0.07  C3 1.538, C5 1.518, H16 1.124, S25 1.814
5 C 1.24 -0.18 0.25  C4 1.518, C6 1.519, H17 1.171, H18 1.087
6 C 1.78 -0.35 1.66  C5 1.519, C7 1.509, H19 1.099, H20 1.171
7 C 2.46 0.87 2.24  C6 1.509, H21 1.080, H22 1.161, S24 1.811
8 H 0.03 -0.94 -1.98  C1 1.148
9 H -0.70 -2.44 -0.98  C1 1.125
10 H -1.30 -2.00 -2.62  C1 1.159
11 H -3.25 -0.34 -2.49  C2 1.131
12 H -1.82 0.71 -2.67  C2 1.127
13 H -3.07 1.05 -1.44  C2 1.089
14 H -2.11 0.76 0.49  C3 1.081
15 H -1.19 -0.62 1.01  C3 1.084
16 H 0.08 1.39 -0.87  C4 1.124
17 H 2.09 0.07 -0.51  C5 1.171
18 H 0.78 -1.13 -0.01  C5 1.087
19 H 0.99 -0.63 2.38  C6 1.099
20 H 2.56 -1.21 1.53  C6 1.171
21 H 2.29 0.81 3.30  C7 1.080
22 H 3.60 0.76 2.07  C7 1.161
23 N -1.80 -0.62 -0.94  C1 1.477, C2 1.460, C3 1.431
24 S 1.94 2.44 1.51  C7 1.811, S25 1.954
25 S 0.03 2.05 1.35  C4 1.814, S24 1.954

[5]
ORCA calculation (the ωB97M-V functional and the def2-TZVPD basis) on a 2-piece molecular cluster, C7H15O overall.

Computed properties:
Energy relative to the best compared isomer or geometry (same formula, charge and spin), kcal/mol: 0.0
LUMO, eV: 3.75
Net charge: -1
E_HOMO, eV: -2.39
Orbital gap, eV: 6.13

Each atom is followed by the atoms it is bonded to, with distances in Å.
Atoms and positions in Å:
1 C 1.90 0.53 -1.17  C2 1.501, H5 1.096, H6 1.088, H7 1.090
2 C 1.98 -0.68 -0.29  C1 1.501, C3 1.327, C4 1.503
3 C 1.86 -0.61 1.03  C2 1.327, H8 1.086, H9 1.082
4 C 2.19 -1.99 -0.99  C2 1.503, H10 1.090, H11 1.095, H12 1.094
5 H 2.88 0.73 -1.63  C1 1.096
6 H 1.54 1.40 -0.62  C1 1.088
7 H 1.18 0.35 -1.96  C1 1.090
8 H 1.91 -1.51 1.65  C3 1.086
9 H 1.63 0.33 1.52  C3 1.082
10 H 2.29 -2.82 -0.28  C4 1.090
11 H 3.09 -1.96 -1.61  C4 1.095
12 H 1.35 -2.20 -1.66  C4 1.094
13 C -1.94 1.93 0.03  O14 1.343, C15 1.551, H17 1.129, H18 1.123
14 O -0.64 1.79 -0.25  C13 1.343
15 C -2.45 0.92 1.10  C13 1.551, C16 1.526, H19 1.101, H20 1.096
16 C -2.18 -0.51 0.66  C15 1.526, H21 1.095, H22 1.091, H23 1.096
17 H -2.62 1.76 -0.86  C13 1.129
18 H -2.23 2.95 0.40  C13 1.123
19 H -3.52 1.07 1.29  C15 1.101
20 H -1.90 1.12 2.03  C15 1.096
21 H -2.40 -1.24 1.45  C16 1.095
22 H -1.13 -0.59 0.38  C16 1.091
23 H -2.79 -0.77 -0.22  C16 1.096

[6]
ORCA calculation (the ωB97M-V functional and the def2-TZVPD basis) on an isolated molecule of C7H15O2P at a distorted geometry.

Computed properties:
Energy relative to the best compared isomer or geometry (same formula, charge and spin), kcal/mol: 38.7
LUMO, eV: 0.63
E_HOMO, eV: -9.20
Orbital gap, eV: 9.83
SMILES string: C=C[P@](=O)(CO)C(C)(C)C

Each atom is followed by the atoms it is bonded to, with distances in Å.
Atoms and positions in Å:
1 C 0.18 -0.03 -3.17  C2 1.342, H11 1.061, H12 1.084
2 C 0.21 0.54 -1.96  C1 1.342, P10 1.742, H13 1.099
3 C 0.26 1.40 1.60  C7 1.485, H14 1.015, H15 1.092, H16 1.078
4 C 0.28 -1.06 1.93  C7 1.575, H17 1.129, H18 1.045, H19 1.025
5 C 2.16 0.07 0.57  C7 1.580, H20 1.092, H21 1.108, H22 1.198
6 C -2.20 0.05 -0.27  O9 1.363, P10 1.867, H23 1.178, H24 1.153
7 C 0.63 0.12 0.95  C3 1.485, C4 1.575, C5 1.580, P10 1.981
8 O -0.57 -1.82 -1.00  P10 1.459
9 O -2.95 -0.43 -1.30  C6 1.363, H25 0.918
10 P -0.43 -0.41 -0.64  C2 1.742, C6 1.867, C7 1.981, O8 1.459
11 H 0.42 0.32 -4.14  C1 1.061
12 H -0.47 -0.89 -3.31  C1 1.084
13 H 1.05 1.21 -1.70  C2 1.099
14 H 0.25 2.24 1.02  C3 1.015
15 H -0.71 1.33 2.10  C3 1.092
16 H 1.09 1.51 2.28  C3 1.078
17 H 0.39 -1.98 1.28  C4 1.129
18 H -0.64 -0.91 2.40  C4 1.045
19 H 1.03 -1.19 2.61  C4 1.025
20 H 2.43 -0.46 -0.35  C5 1.092
21 H 2.36 1.12 0.28  C5 1.108
22 H 2.79 -0.22 1.54  C5 1.198
23 H -2.45 -0.37 0.80  C6 1.178
24 H -2.21 1.19 -0.10  C6 1.153
25 H -2.91 -1.33 -1.42  O9 0.918

[7]
ORCA calculation (the ωB97M-V functional and the def2-TZVPD basis) on a 3-piece molecular cluster, C7H15O5 overall at a distorted geometry.

Computed properties:
Energy relative to the best compared isomer or geometry (same formula, charge and spin), kcal/mol: 21.2
2S+1: 2
LUMO (alpha / beta), eV: 0.86 / 0.30
E_HOMO (alpha / beta), eV: -7.09 / -9.29
Orbital gap (alpha / beta), eV: 7.94 / 9.59

Each atom is followed by the atoms it is bonded to, with distances in Å.
Atoms and positions in Å:
1 O -0.78 -2.90 -2.74  C2 1.210
2 C -1.38 -2.29 -3.60  O1 1.210, C3 1.506, H10 1.112
3 C -1.59 -0.80 -3.60  C2 1.506, O4 1.389, H9 1.103, H11 1.109
4 O -1.00 -0.12 -2.54  C3 1.389, C5 1.413
5 C 0.35 0.24 -2.76  O4 1.413, C6 1.513, H12 1.105, H13 1.103
6 C 0.83 1.16 -1.65  C5 1.513, O7 1.412, H14 1.098, H15 1.103
7 O 0.97 0.51 -0.40  C6 1.412, C8 1.373
8 C -0.13 0.47 0.42  O7 1.373, H16 1.098, H17 1.094
9 H -2.68 -0.63 -3.56  C3 1.103
10 H -1.74 -2.80 -4.52  C2 1.112
11 H -1.25 -0.42 -4.58  C3 1.109
12 H 0.45 0.78 -3.72  C5 1.105
13 H 1.00 -0.65 -2.80  C5 1.103
14 H 1.83 1.53 -1.92  C6 1.098
15 H 0.16 2.02 -1.56  C6 1.103
16 H -0.55 1.44 0.71  C8 1.098
17 H -0.81 -0.35 0.19  C8 1.094
18 H 0.18 -0.01 2.04  no bonds
19 O 0.60 -1.82 3.50  C22 1.373, H27 0.969
20 C 0.85 1.53 4.54  O21 1.410, H23 1.095, H24 1.102, H25 1.103
21 O 1.26 0.23 4.17  C20 1.410, C22 1.387
22 C 0.34 -0.47 3.41  O19 1.373, O21 1.387, H26 1.103
23 H 1.69 2.00 5.07  C20 1.095
24 H 0.60 2.13 3.65  C20 1.102
25 H -0.03 1.50 5.20  C20 1.103
26 H -0.70 -0.31 3.75  C22 1.103
27 H 1.53 -1.96 3.29  O19 0.969

[8]
ORCA calculation (the ωB97M-V functional and the def2-TZVPD basis) on an isolated molecule of C7H15OP at a distorted geometry.

Computed properties:
Energy relative to the best compared isomer or geometry (same formula, charge and spin), kcal/mol: 60.2
LUMO (alpha / beta), eV: -0.08 / -1.09
E_HOMO (alpha / beta), eV: -8.36 / -8.69
Orbital gap (alpha / beta), eV: 8.28 / 7.60

Each atom is followed by the atoms it is bonded to, with distances in Å.
Atoms and positions in Å:
1 C -2.77 0.18 -0.61  C2 1.510, C3 1.503, H10 1.098, H11 1.132
2 C -3.12 -0.97 0.31  C1 1.510, H12 1.065, H13 1.059
3 C -1.32 0.39 -0.94  C1 1.503, P9 1.825, H14 1.069, H15 1.091
4 C 1.39 -1.46 0.43  C7 1.463, H16 1.099, H17 1.104, H18 1.128
5 C 1.72 0.45 -1.08  C7 1.590, H19 1.090, H20 1.035, H21 1.105
6 C 2.15 0.73 1.36  C7 1.530, H22 1.026, H23 1.172, H24 1.068
7 C 1.25 -0.01 0.37  C4 1.463, C5 1.590, C6 1.530, P9 1.849
8 O -0.33 2.06 1.02  P9 1.518
9 P -0.47 0.59 0.66  C3 1.825, C7 1.849, O8 1.518
10 H -3.26 0.11 -1.59  C1 1.098
11 H -3.11 1.11 -0.05  C1 1.132
12 H -3.30 -1.85 -0.26  C2 1.065
13 H -3.58 -0.80 1.25  C2 1.059
14 H -0.87 -0.46 -1.41  C3 1.069
15 H -1.31 1.32 -1.51  C3 1.091
16 H 2.35 -1.80 0.00  C4 1.099
17 H 1.45 -1.63 1.52  C4 1.104
18 H 0.59 -2.07 -0.08  C4 1.128
19 H 2.64 -0.06 -1.37  C5 1.090
20 H 1.73 1.48 -0.96  C5 1.035
21 H 1.20 0.05 -1.97  C5 1.105
22 H 1.94 1.71 1.18  C6 1.026
23 H 1.81 0.40 2.43  C6 1.172
24 H 3.20 0.53 1.31  C6 1.068

Please write out number 8 again, unchanged.
ORCA calculation (the ωB97M-V functional and the def2-TZVPD basis) on an isolated molecule of C7H15OP at a distorted geometry.

Computed properties:
Energy relative to the best compared isomer or geometry (same formula, charge and spin), kcal/mol: 60.2
LUMO (alpha / beta), eV: -0.08 / -1.09
E_HOMO (alpha / beta), eV: -8.36 / -8.69
Orbital gap (alpha / beta), eV: 8.28 / 7.60

Each atom is followed by the atoms it is bonded to, with distances in Å.
Atoms and positions in Å:
1 C -2.77 0.18 -0.61  C2 1.510, C3 1.503, H10 1.098, H11 1.132
2 C -3.12 -0.97 0.31  C1 1.510, H12 1.065, H13 1.059
3 C -1.32 0.39 -0.94  C1 1.503, P9 1.825, H14 1.069, H15 1.091
4 C 1.39 -1.46 0.43  C7 1.463, H16 1.099, H17 1.104, H18 1.128
5 C 1.72 0.45 -1.08  C7 1.590, H19 1.090, H20 1.035, H21 1.105
6 C 2.15 0.73 1.36  C7 1.530, H22 1.026, H23 1.172, H24 1.068
7 C 1.25 -0.01 0.37  C4 1.463, C5 1.590, C6 1.530, P9 1.849
8 O -0.33 2.06 1.02  P9 1.518
9 P -0.47 0.59 0.66  C3 1.825, C7 1.849, O8 1.518
10 H -3.26 0.11 -1.59  C1 1.098
11 H -3.11 1.11 -0.05  C1 1.132
12 H -3.30 -1.85 -0.26  C2 1.065
13 H -3.58 -0.80 1.25  C2 1.059
14 H -0.87 -0.46 -1.41  C3 1.069
15 H -1.31 1.32 -1.51  C3 1.091
16 H 2.35 -1.80 0.00  C4 1.099
17 H 1.45 -1.63 1.52  C4 1.104
18 H 0.59 -2.07 -0.08  C4 1.128
19 H 2.64 -0.06 -1.37  C5 1.090
20 H 1.73 1.48 -0.96  C5 1.035
21 H 1.20 0.05 -1.97  C5 1.105
22 H 1.94 1.71 1.18  C6 1.026
23 H 1.81 0.40 2.43  C6 1.172
24 H 3.20 0.53 1.31  C6 1.068

> Among the records above, which one has the lowest energy relative to the best compared isomer or geometry (same formula, charge and spin)?

C7H15O

> Among the records above, which one has the lowest energy relative to the best compared isomer or geometry (same formula, charge and spin)?

C7H15O